DFT (ωB97M-V with the def2-TZVPD basis set) results for a molecular structure, C4H11N3S.

CARTESIAN COORDINATES (ANGSTROEM)
S  2.248  -0.285  -0.177
N  1.508  1.183  0.023
N  -0.654  -0.703  -0.056
N  -0.850  0.662  -0.185
C  0.218  1.346  0.071
C  -1.302  -1.502  -0.994
C  -0.664  -1.134  1.322
C  -2.103  1.260  -0.026
H  -2.555  1.996  -1.071
H  -1.650  -1.135  1.759
H  -0.207  2.428  -0.001
H  -0.100  -0.572  2.232
H  -3.179  0.193  0.228
H  -2.447  -0.975  -1.059
H  -1.503  -2.619  -0.679
H  -0.602  -1.312  -2.001
H  0.114  -2.036  1.392
H  1.350  -1.315  0.220
H  -2.115  2.100  1.095

Kohn-Sham gap   7.899 eV
Energy   -721.149580 Ha
Max |F|   6.81 eV/A
Energy above the lowest of the compared OMol25 structures with the same formula, charge and spin   8.681 eV